C3H16N2O3 | ωB97M-V/def2-TZVPD

For the highest occupied orbital energy, the calculation gives -9.065 eV. Its electronic energy is -459.09860 a.u. The HOMO-LUMO gap comes out at 9.54 eV. Its total charge is 0.

```
24
Properties=species:S:1:pos:R:3:lowdin_charge:R:1
H 2.59 0.12 1.36 0.03
H -6.79 -2.65 -2.07 0.03
H 5.02 -2.06 0.39 0.03
H 2.04 0.72 2.76 0.07
H 0.81 1.37 -2.07 0.05
H 2.30 1.29 -1.39 0.06
C -0.24 1.60 2.17 -0.08
C 0.75 1.04 1.17 -0.47
H 0.01 2.61 2.45 0.08
H 0.45 0.05 0.82 0.13
H -2.63 -1.71 -3.50 0.04
C 0.82 1.89 -0.08 -0.26
H 1.43 2.78 0.06 0.11
H -2.40 -2.40 -2.11 0.03
N 1.32 1.13 -1.24 0.00
H -0.18 2.22 -0.36 0.11
N 2.09 0.88 1.76 0.05
H 3.81 -1.02 0.47 0.01
H -5.58 -2.96 -1.17 0.03
H -0.24 1.00 3.09 0.08
O -2.04 -2.29 -3.00 -0.06
O 4.09 -1.94 0.54 -0.05
O -6.18 -3.34 -1.81 -0.06
H -1.25 1.68 1.76 0.08
```

---

C3H16NO4 | ωB97M-V/def2-TZVPD

For the highest occupied orbital energy (spin up / spin down), the calculation gives -3.025 / -10.299 eV. Its electronic energy is -479.49313 a.u. The HOMO-LUMO gap (spin up / spin down) comes out at 3.33 / 10.57 eV. Its total charge is 0. Its spin multiplicity is 2.

```
24
Properties=species:S:1:pos:R:3:lowdin_charge:R:1
H 0.90 -2.55 -0.22 0.08
O 0.98 0.27 -0.30 -0.10
C 1.66 -2.02 -0.81 -0.06
C 2.03 -0.67 -0.23 -0.44
H -1.76 -1.53 0.47 0.05
H 0.91 -0.05 2.28 0.07
O -4.27 3.45 -2.72 -0.07
H 3.60 -0.78 1.30 0.08
C 2.52 -0.88 1.25 -0.23
O -1.31 -0.79 0.89 -0.10
H 2.03 1.09 1.79 0.06
H 2.86 -0.21 -0.78 0.13
H 2.20 -1.86 1.60 0.09
H -4.04 0.50 -0.64 0.06
H -3.57 4.12 -2.76 0.04
H 0.15 -0.17 -0.02 0.04
N 1.93 0.13 2.18 0.04
H -3.01 1.63 -0.94 0.05
H -1.87 -0.01 0.69 0.03
H 2.58 -2.60 -0.87 0.09
H 2.42 0.10 3.11 0.02
H -5.07 3.91 -3.02 0.05
H 1.31 -1.91 -1.84 0.08
O -3.18 0.84 -0.41 -0.05
```

---

C3H16NO4S | ωB97M-V/def2-TZVPD

For the highest occupied orbital energy, the calculation gives -3.557 eV. Its electronic energy is -877.79233 a.u. The HOMO-LUMO gap comes out at 6.94 eV. Its total charge is -1.

```
25
Properties=species:S:1:pos:R:3:lowdin_charge:R:1
N -0.90 1.64 -1.49 -0.18
C -1.90 1.02 -0.69 -0.19
H 2.13 -2.18 -1.40 0.05
H 2.28 -1.83 0.03 -0.10
H -3.06 -0.57 1.06 0.10
H 1.01 0.14 -2.13 0.02
H -2.00 1.29 0.32 0.04
C 1.19 0.37 -1.12 -0.68
O -2.83 -0.19 2.04 -0.15
S 2.99 0.42 -0.55 0.25
O 1.49 -0.11 2.04 -0.21
H 1.48 0.60 1.26 0.01
H 2.45 -0.23 2.26 0.03
C 0.54 1.83 -1.09 -0.27
H -0.65 -2.12 0.66 0.04
H -0.95 1.09 -2.36 0.09
H -1.78 -0.07 -0.64 0.05
O 1.96 -2.57 -0.47 -0.15
H 0.63 2.26 -0.05 0.11
H 0.56 -0.27 -0.45 0.03
H 1.01 2.37 -1.89 0.07
H 0.02 -1.54 1.95 0.02
H -2.83 1.35 -1.35 0.12
H -2.07 -0.64 2.41 -0.01
O -0.77 -2.05 1.63 -0.10
```

---

C3H16O5 | ωB97M-V/def2-TZVPD

For the highest occupied orbital energy, the calculation gives -9.728 eV. Its electronic energy is -500.03879 a.u. The HOMO-LUMO gap comes out at 9.86 eV. Its total charge is 0.

```
24
Properties=species:S:1:pos:R:3:lowdin_charge:R:1
C -0.09 -1.10 -0.95 -0.03
H -1.10 -0.73 -0.81 0.06
H -0.93 2.86 -1.60 0.01
O 0.99 -1.37 2.15 -0.06
H -1.65 -1.80 0.85 -0.02
H 0.39 -1.92 2.68 0.04
H 2.40 -2.08 -1.53 0.07
H -1.91 1.75 1.72 0.04
H 0.75 0.25 -2.39 0.09
C 0.86 -0.54 -1.66 -0.23
H 1.10 2.07 -0.34 0.02
H 2.68 -0.80 -2.61 0.06
O 1.27 2.95 -0.69 -0.06
H 0.08 -1.93 -0.28 0.04
H 2.97 -0.44 -0.92 0.07
H -1.86 2.41 -0.48 0.01
H -1.09 -3.04 1.49 0.01
O -1.91 -2.62 1.29 -0.04
C 2.32 -1.00 -1.59 -0.10
O -1.51 2.17 -1.33 -0.03
O -1.52 0.88 1.85 -0.04
H -1.36 1.02 2.78 0.03
H 2.05 2.96 -1.26 0.05
H 0.54 -0.54 1.92 0.01
```

---

C3H16O5 | ωB97M-V/def2-TZVPD

For the highest occupied orbital energy, the calculation gives -10.175 eV. Its electronic energy is -500.08481 a.u. The HOMO-LUMO gap comes out at 10.63 eV. Its total charge is 0.

```
24
Properties=species:S:1:pos:R:3:lowdin_charge:R:1
H -1.60 0.98 -0.05 -0.01
H -3.54 -0.97 -2.91 0.05
H 2.74 2.24 0.30 0.06
H 2.77 2.17 2.05 0.07
H -2.25 1.59 1.11 0.05
C 2.06 0.36 1.02 -0.24
H -1.33 0.93 -2.53 0.03
O -2.09 0.71 0.75 -0.06
O 0.84 -2.28 -1.05 -0.08
H 0.84 -2.33 -0.07 0.01
O 0.27 -1.26 1.44 -0.10
H 1.63 0.20 0.03 0.09
C 1.18 -0.35 2.04 -0.25
H 0.66 0.43 2.61 0.11
O -2.60 -0.91 -2.72 -0.05
H -0.41 -0.86 0.89 0.06
H 3.08 -0.03 1.00 0.11
C 2.19 1.89 1.17 -0.11
H 1.65 -1.78 -1.23 0.02
H 1.20 2.34 1.15 0.07
H 1.73 -0.98 2.74 0.12
O -1.06 1.56 -1.84 -0.05
H -2.51 -1.08 -1.78 0.04
H -0.26 1.94 -2.21 0.05
```

---

C3H17N2O5S2 | ωB97M-V/def2-TZVPD

For the highest occupied orbital energy (spin up / spin down), the calculation gives -2.728 / -9.139 eV. Its electronic energy is -1406.50093 a.u. The HOMO-LUMO gap (spin up / spin down) comes out at 2.81 / 9.16 eV. Its total charge is 0. Its spin multiplicity is 2.

```
29
Properties=species:S:1:pos:R:3:lowdin_charge:R:1
H 1.79 2.33 -0.95 0.08
O -3.04 0.02 0.69 -0.07
H -3.49 0.59 0.05 0.05
H 1.47 -2.64 1.83 0.00
H 0.94 2.03 0.62 0.05
H 0.17 -3.12 2.28 0.02
H -0.45 -1.18 -0.59 0.12
H 0.69 -1.17 0.49 0.07
C -0.12 0.97 -1.99 -0.51
N 0.13 -0.50 -0.08 0.20
H -1.80 1.45 1.44 0.00
H -1.74 -3.55 -0.58 0.03
C 1.53 1.60 -0.17 -0.53
N 0.46 1.16 -3.20 0.19
H 1.62 -0.14 -1.42 0.13
C 0.87 0.46 -0.93 -0.29
S 2.73 0.10 2.18 0.18
H 1.34 0.82 -3.55 0.11
H -1.36 2.95 1.35 0.03
O -1.28 1.19 -1.76 0.08
H -0.49 -0.03 0.55 0.10
O -1.07 2.08 1.52 -0.05
H -0.33 -3.44 0.11 0.00
O -0.85 -3.21 -0.68 -0.10
H -3.70 -0.06 1.40 0.06
H -0.20 1.53 -3.86 0.11
H 2.49 1.04 3.14 -0.18
S 3.16 1.26 0.53 0.38
O 0.52 -2.54 1.56 -0.26
```

---

C3H17NO4 | ωB97M-V/def2-TZVPD

For the highest occupied orbital energy, the calculation gives -8.211 eV. Its electronic energy is -480.14849 a.u. The HOMO-LUMO gap comes out at 8.66 eV. Its total charge is 0.

```
25
Properties=species:S:1:pos:R:3:lowdin_charge:R:1
H 1.55 -0.76 3.01 0.08
H 1.36 -2.46 -0.30 0.08
H 0.27 1.36 -2.89 0.02
C -0.54 -0.74 0.44 -0.08
H -1.02 0.54 -2.28 0.04
H -0.52 0.33 0.33 0.06
H 1.79 -0.78 -0.79 0.07
O -0.12 0.53 -2.64 -0.07
H -1.47 3.27 -1.75 0.04
H -5.12 -2.38 1.78 0.04
C 1.18 -0.22 2.13 -0.12
H -1.28 -1.22 1.10 0.08
O -1.02 3.40 -0.90 -0.05
H 2.50 0.80 -2.47 0.02
H -0.61 -1.30 -0.50 0.08
O -4.28 -1.92 1.93 -0.08
O 2.46 1.71 -2.18 -0.05
C 1.73 -1.50 0.07 -0.12
H -4.51 -0.99 2.12 0.04
H 2.72 -1.49 0.51 0.08
H 0.27 0.34 2.42 0.08
N 0.76 -1.15 1.09 -0.34
H 1.96 0.48 1.79 0.08
H -0.60 2.55 -0.80 -0.01
H 2.54 1.59 -1.23 0.04
```

---

C3H17NO5 | ωB97M-V/def2-TZVPD

For the highest occupied orbital energy, the calculation gives -9.545 eV. Its electronic energy is -555.45106 a.u. The HOMO-LUMO gap comes out at 10.13 eV. Its total charge is 0.

```
26
Properties=species:S:1:pos:R:3:lowdin_charge:R:1
H -1.84 -2.92 -0.31 0.10
H 2.27 0.82 0.24 0.02
H -1.78 -1.26 -0.80 0.10
O 2.47 -0.72 1.18 -0.06
H -0.59 0.92 -1.88 0.02
O -1.87 1.65 -0.93 -0.08
C -1.11 -1.60 1.23 -0.16
O 2.02 1.58 -0.34 -0.09
H 1.53 1.16 -1.09 0.02
H -0.33 0.35 0.89 0.04
O -0.04 3.11 0.43 -0.08
H -1.44 -2.31 1.97 0.09
H 1.63 -1.21 1.07 0.02
C -0.62 -0.42 1.60 -0.01
H -1.27 2.28 -0.45 0.01
H 0.56 -1.41 -0.99 0.03
H -2.34 1.17 -0.25 0.04
H -0.51 -0.09 2.62 0.07
N 0.01 -2.26 -0.93 0.00
H 2.73 -0.69 2.11 0.07
H 0.06 -0.22 -2.76 0.04
H 0.57 -2.98 -0.48 0.07
C -1.25 -2.01 -0.22 -0.27
H 0.16 3.98 0.07 0.06
O 0.26 0.52 -2.21 -0.07
H 0.75 2.54 0.23 0.01
```

---

C3H17NO7 | ωB97M-V/def2-TZVPD

For the highest occupied orbital energy, the calculation gives -10.390 eV. Its electronic energy is -705.95728 a.u. The HOMO-LUMO gap comes out at 10.59 eV. Its total charge is 0.

```
28
Properties=species:S:1:pos:R:3:lowdin_charge:R:1
H 1.37 -3.52 1.80 0.07
H -1.84 -1.77 1.20 -0.03
H 2.87 0.92 0.05 0.08
H 0.28 -0.47 1.20 0.15
H 2.45 0.74 1.78 0.11
H 1.25 -0.25 -2.77 0.20
H 1.52 1.96 -1.92 -0.01
O -2.79 1.32 -0.36 -0.03
H 0.51 2.26 -0.04 0.05
C 0.47 -0.28 -0.95 -0.46
O 1.23 -2.58 1.47 -0.12
H -1.96 0.36 1.37 0.00
H 0.25 -2.55 1.30 -0.01
H 2.37 3.27 -1.75 0.05
H -1.19 -2.00 -0.11 0.03
C 2.26 0.28 0.74 -0.07
H -3.39 -0.10 1.38 0.04
O 1.37 0.21 -1.86 0.04
H 2.70 -0.76 0.70 0.09
H 0.09 1.94 1.46 0.09
O -2.56 -0.26 1.79 -0.04
O 1.50 2.88 -1.68 -0.05
C 0.77 0.27 0.47 -0.34
H -1.91 1.60 -0.26 -0.04
H -2.81 0.93 -1.23 0.05
N 0.06 1.56 0.53 0.06
O -0.37 -1.01 -1.31 0.14
O -1.37 -2.45 0.76 -0.06
```

---

C3H18NO5 | ωB97M-V/def2-TZVPD

For the highest occupied orbital energy, the calculation gives -14.630 eV. Its electronic energy is -555.81105 a.u. The HOMO-LUMO gap comes out at 11.07 eV. Its total charge is +1.

```
27
Properties=species:S:1:pos:R:3:lowdin_charge:R:1
H -2.21 -1.12 -1.92 0.01
H 0.05 -0.53 -3.12 0.06
H -1.59 2.37 2.11 0.10
H -0.23 -2.14 -1.43 0.02
C 0.26 -1.51 1.81 0.14
H 1.08 0.07 1.04 0.11
H 0.34 1.24 3.25 0.14
H -1.08 0.15 3.06 0.12
O 1.52 2.73 -0.88 -0.04
O -2.37 -0.50 -1.20 -0.06
H 0.56 2.82 -0.82 0.04
H -0.60 -2.02 2.26 0.13
O 0.49 -2.19 -0.78 -0.07
O -0.46 -1.34 -3.24 -0.04
H -3.32 -0.54 -1.05 0.05
H -1.54 1.14 0.80 0.07
O 2.19 0.02 -0.32 -0.05
H 1.91 -0.65 -0.96 0.03
H 2.04 0.84 -0.84 0.03
H 1.16 -2.81 -1.09 0.08
N 0.47 -0.27 1.81 0.05
H 0.95 -2.22 1.38 0.10
H 1.93 3.60 -0.94 0.07
C -0.31 0.74 2.55 -0.17
H -0.14 2.18 1.03 0.06
H -0.15 -1.73 -4.06 0.07
C -0.96 1.67 1.56 -0.05
```